The following is a DFT calculation (ωB97M-V/def2-TZVPD) of one molecule with the formula C18H32BrFN4O5S3.

Last column: Löwdin charge in e.
Positions of all 64 atoms, in Å:
O: -1.19230 1.26218 3.43766  0.10
C: -1.39240 0.41542 2.60461  -0.34
O: -2.36361 -0.53498 2.67473  -0.04
C: -3.65103 -0.02177 3.04420  -0.18
C: -4.26229 0.93169 2.01230  -0.15
C: -4.92525 0.11122 0.86225  -0.17
C: -4.75317 0.71650 -0.53044  -0.13
C: -3.26799 0.80109 -0.97286  -0.29
C: -2.92865 -0.25166 -2.02490  -0.12
N: -1.50648 -0.25158 -2.38984  -0.10
C: -0.72656 -0.66834 -1.19910  -0.19
C: 0.51042 -1.52759 -1.51898  -0.16
C: 0.80590 -2.46147 -0.31629  -0.19
C: 1.71462 -1.78402 0.74471  -0.22
C: 3.16188 -2.28422 0.69534  -0.23
C: 4.02559 -1.44796 1.68148  -0.26
C: 5.42268 -2.10802 1.80932  -0.44
S: 6.54423 -1.42418 0.54345  0.98
C: 7.55692 -0.40986 1.54399  -0.67
N: 7.53731 -0.35301 2.82946  0.02
N: 8.45802 0.57210 3.23979  0.05
C: 8.98079 1.04738 2.16480  -0.19
O: 8.47275 0.46684 1.06947  0.04
C: -1.12253 1.06202 -2.86964  -0.31
S: -0.67632 1.02806 -4.64834  0.66
O: -0.25067 2.35720 -4.93854  -0.25
O: -1.80567 0.63848 -5.42339  -0.24
F: 0.54181 0.06856 -4.81145  -0.12
C: -2.19292 2.16917 -2.78497  -0.17
N: -2.92390 2.18159 -1.49329  -0.35
S: -2.05764 3.18561 -0.30652  0.61
H: -0.75947 0.34972 1.70000  0.12
H: -3.65003 0.42423 4.04288  0.13
H: -4.31254 -0.88935 3.12109  0.13
H: -5.03245 1.53065 2.50325  0.13
H: -3.52368 1.63579 1.61373  0.08
H: -5.99817 0.10971 1.08332  0.12
H: -4.59891 -0.93129 0.92550  0.12
H: -5.28258 1.66698 -0.65358  0.13
H: -5.22465 0.02381 -1.24323  0.12
H: -2.69305 0.66916 -0.05835  0.09
H: -3.54939 -0.12143 -2.92007  0.14
H: -3.23241 -1.21649 -1.61239  0.14
H: -0.43699 0.22464 -0.62208  0.10
H: -1.36188 -1.24989 -0.52517  0.12
H: 0.37258 -2.10635 -2.43210  0.11
H: 1.38230 -0.86506 -1.57246  0.11
H: -0.11082 -2.76329 0.20242  0.10
H: 1.27595 -3.38187 -0.67585  0.11
H: 1.32772 -2.04714 1.73749  0.11
H: 1.67777 -0.69073 0.66942  0.11
H: 3.57348 -2.18808 -0.31789  0.12
H: 3.24340 -3.32407 1.02625  0.11
H: 3.48781 -1.45608 2.63414  0.11
H: 4.14514 -0.44196 1.27627  0.10
H: 5.31819 -3.18022 1.63536  0.07
H: 5.85790 -1.94298 2.79500  0.07
H: 9.74695 1.80393 2.17143  0.13
H: -0.21102 1.40355 -2.36392  0.14
H: -1.73052 3.13952 -2.95694  0.12
H: -2.91230 2.00857 -3.59526  0.14
H: -3.79179 2.71573 -1.65281  0.07
H: -1.22725 2.24917 0.32439  -0.11
Br: -3.50281 5.35463 -0.98881  -0.32

Its HOMO-LUMO gap is 7.76 eV. The calculation puts the largest force on an atom at 0.06122 Eh/bohr. The molar mass comes out at 579.58 Da. As for the spin multiplicity: 1. The LUMO energy is 0.08 eV.

***

The following is a DFT calculation (ωB97M-V/def2-TZVPD) of C18H32GeN5O6SeW as an isolated structure.

Last column: Löwdin charge in e.
Positions of all 64 atoms, in Å:
W: 0.83491 1.10475 0.13121  1.55
N: 0.73002 -0.49052 1.72700  0.03
C: -0.40516 -1.44058 1.47377  -0.23
C: -0.20671 -2.85806 2.00561  -0.13
C: 0.87049 -3.68920 1.30817  -0.17
C: 0.96943 -5.11170 1.86965  -0.15
N: -0.21842 -5.93621 1.63695  0.10
C: -0.37960 -6.79935 0.62649  -0.41
N: -1.37987 -7.67305 0.66308  0.23
N: 0.44179 -6.78397 -0.41771  0.23
C: -0.72232 -1.39359 -0.02038  -0.51
O: -1.16426 -2.30131 -0.64156  0.20
O: -0.48177 -0.16398 -0.54735  -0.25
H: 1.61276 -1.00357 1.71074  0.12
H: 0.65228 -0.11454 2.67017  0.13
H: -1.27554 -0.99838 1.96688  0.17
H: -1.17345 -3.35138 1.88601  0.13
H: -0.01171 -2.80590 3.08097  0.14
H: 1.86417 -3.24388 1.43465  0.12
H: 0.66578 -3.72617 0.23650  0.11
H: 1.12360 -5.08374 2.94845  0.14
H: 1.84143 -5.62359 1.46076  0.13
H: -0.88307 -6.01126 2.39039  0.16
H: -1.92433 -7.81856 1.49731  0.14
H: -1.57154 -8.28259 -0.11565  0.14
H: 1.14485 -6.07621 -0.52986  0.12
H: 0.38073 -7.48787 -1.13564  0.15
O: 4.69084 0.26867 -0.73292  0.28
C: 3.81855 0.74541 -0.13457  -0.32
O: 2.38438 0.51642 -0.61572  -0.24
C: 3.69405 1.54789 1.09922  -0.13
C: 4.67650 1.87812 2.01376  0.09
C: 4.33272 2.60119 3.18164  0.01
C: 3.02946 2.95153 3.46046  0.08
C: 2.05708 2.58506 2.51320  -0.15
C: 2.37600 1.93340 1.33418  -0.23
N: 0.66801 2.77458 2.61369  -0.23
O: -0.01673 2.22841 1.59545  -0.20
O: 0.08265 3.34873 3.45936  0.25
H: 5.70458 1.57759 1.84938  0.15
H: 5.11427 2.86404 3.88066  0.14
H: 2.75764 3.47876 4.36629  0.15
H: 1.81639 2.58536 0.27269  0.12
C: -2.20186 2.01188 -4.80215  -0.21
Ge: -2.92557 3.14649 -3.40025  0.78
C: -2.39154 5.00455 -3.62060  -0.21
C: -4.82704 2.93314 -3.08535  -0.20
C: -2.09579 2.39396 -1.69767  -0.51
Se: -0.17871 2.66814 -1.63644  1.00
C: -0.11698 4.46381 -0.90318  -0.29
H: -2.60335 2.32123 -5.76705  0.04
H: -2.47522 0.96864 -4.64407  0.03
H: -1.11521 2.08985 -4.86075  0.02
H: -2.91448 5.39882 -4.49275  0.04
H: -1.32359 5.11261 -3.81743  0.02
H: -2.67598 5.62130 -2.76760  0.03
H: -5.37662 3.25776 -3.96886  0.04
H: -5.15434 3.54097 -2.24243  0.03
H: -5.08121 1.89138 -2.89306  0.03
H: -2.23048 1.31230 -1.72349  0.02
H: -2.50707 2.80110 -0.77428  0.04
H: -0.65676 5.10170 -1.59780  0.02
H: 0.92517 4.76921 -0.85171  0.05
H: -0.59429 4.47038 0.07353  0.04

Its HOMO-LUMO gap (alpha / beta) is 6.38 / 6.37 eV. The calculation puts the largest force on an atom at 0.01112 Eh/bohr. The molar mass comes out at 749.89 Da. For the energy above the lowest of the compared OMol25 structures with the same formula, charge and spin, the calculation gives 6.5 kJ/mol. The net charge is +3. As for the spin multiplicity: 1. The LUMO energy (alpha / beta) is -10.53 / -10.53 eV.

***

The following is a DFT calculation (ωB97M-V/def2-TZVPD) of C18H32N10O5PbS2 as an isolated structure.

Last column: Löwdin charge in e.
Positions of all 68 atoms, in Å:
Pb: -1.58374 -0.71883 -1.37459  1.34
O: -0.77294 -3.07384 -2.92383  -0.15
N: 0.16891 -2.86392 -3.74080  -0.22
C: 1.24114 -3.71418 -3.73935  -0.01
C: 2.26028 -3.57050 -4.62790  -0.02
C: 2.23340 -2.53517 -5.58244  -0.05
C: 1.18229 -1.67212 -5.57967  -0.08
C: 0.11998 -1.78296 -4.64071  -0.66
S: -1.09872 -0.65985 -4.52576  0.81
H: 1.18338 -4.48262 -2.98528  0.14
H: 3.08548 -4.26626 -4.58088  0.12
H: 3.03854 -2.42359 -6.29386  0.12
H: 1.12191 -0.84796 -6.27451  0.11
N: -1.28046 -2.99434 0.05298  -0.04
C: -0.42314 -2.85656 1.22267  -0.31
C: -0.52695 -4.04421 2.20373  -0.13
C: 0.74350 -4.41525 2.97359  -0.17
C: 1.10411 -3.57010 4.18743  -0.15
N: 0.10783 -3.69803 5.25907  0.09
C: -0.65817 -2.73914 5.77028  -0.44
N: -1.46130 -3.06137 6.80900  0.18
N: -0.65198 -1.50479 5.30518  0.22
C: -0.79077 -1.52978 1.90451  -0.64
O: -0.00169 -1.11775 2.79792  -0.06
O: -1.85237 -0.97949 1.55903  -0.08
H: -2.23967 -3.19535 0.31280  0.09
H: -0.95867 -3.69841 -0.60215  0.07
H: 0.60674 -2.77745 0.86425  0.13
H: -0.79470 -4.91760 1.60394  0.11
H: -1.36825 -3.88666 2.88953  0.12
H: 1.59960 -4.38364 2.29446  0.12
H: 0.65600 -5.45821 3.29698  0.11
H: 1.19317 -2.52541 3.90878  0.10
H: 2.06028 -3.90059 4.59536  0.13
H: -0.03411 -4.62513 5.62766  0.15
H: -1.29893 -3.90584 7.32827  0.12
H: -1.97912 -2.33927 7.27686  0.12
H: -0.32168 -1.27702 4.32852  0.06
H: -1.28471 -0.84536 5.72535  0.13
N: -1.22664 1.30921 0.15124  -0.03
C: -0.33095 2.32210 -0.39890  -0.28
C: -0.61064 3.73147 0.17058  -0.13
C: 0.59163 4.66309 0.35075  -0.17
C: 1.08468 5.43947 -0.86420  -0.15
N: 0.09937 6.42835 -1.32513  0.09
C: -0.55852 6.45151 -2.48206  -0.44
N: -1.33001 7.52970 -2.74371  0.18
N: -0.48071 5.47345 -3.36147  0.22
C: -0.40386 2.30081 -1.93260  -0.62
O: 0.32693 3.12332 -2.52957  -0.04
O: -1.18342 1.49007 -2.47873  -0.21
H: -2.17757 1.64867 0.25235  0.10
H: -0.94701 0.93854 1.05412  0.07
H: 0.68817 2.02988 -0.13127  0.16
H: -1.03543 3.57552 1.16473  0.11
H: -1.39370 4.22291 -0.41892  0.12
H: 1.43771 4.08318 0.72892  0.12
H: 0.35001 5.38721 1.13597  0.11
H: 1.31872 4.76552 -1.68106  0.10
H: 1.98801 5.99211 -0.60322  0.13
H: -0.11849 7.17038 -0.67922  0.15
H: -1.21195 8.37608 -2.21577  0.12
H: -1.77689 7.61536 -3.63895  0.12
H: -0.17239 4.50169 -3.09005  0.07
H: -1.00983 5.55812 -4.21272  0.13
S: 3.33231 -1.29685 -0.62563  0.54
C: 1.78161 -1.05674 -0.97935  -0.98
N: 0.64436 -0.91558 -1.24254  -0.08

Its HOMO-LUMO gap (alpha / beta) is 8.04 / 5.73 eV. The calculation puts the largest force on an atom at 0.00992 Eh/bohr. The molar mass comes out at 739.85 Da. For the energy above the lowest of the compared OMol25 structures with the same formula, charge and spin, the calculation gives 39.3 kJ/mol. The net charge is +1. As for the spin multiplicity: 2. The LUMO energy (alpha / beta) is -1.73 / -4.04 eV.

***

The following is a DFT calculation (ωB97M-V/def2-TZVPD) of a 2-piece molecular cluster, C18H32N2O3P overall.

Last column: Löwdin charge in e.
Positions of all 56 atoms, in Å:
C: -3.85896 -2.28862 4.92450  -0.11
C: -3.60316 -2.48891 3.36083  -0.23
C: -3.54139 -1.02334 2.65321  -0.14
C: -2.00534 -0.65301 2.57566  -0.13
C: -1.29355 0.15275 3.47514  0.07
C: 0.27378 0.30116 3.17502  -0.31
O: 0.88263 1.36670 3.31856  0.06
C: 0.96774 -1.05908 2.68012  0.00
C: 0.25675 -1.86902 1.78574  -0.30
P: 0.80579 -3.53551 1.08373  0.87
N: 0.49674 -4.70064 2.41194  -0.19
O: -0.27219 -4.05718 -0.15355  -0.33
C: -1.19237 -1.31537 1.35913  -0.29
O: -1.64332 -1.40013 0.20685  0.04
H: -4.98797 -2.22907 5.07894  0.09
H: -3.33542 -1.32143 5.24967  0.07
H: -3.40262 -3.14826 5.50171  0.08
H: -2.55025 -2.93980 3.25030  0.09
H: -4.31434 -3.19838 2.84197  0.11
H: -4.08112 -0.27824 3.33337  0.12
H: -4.02033 -1.05665 1.61559  0.12
H: -1.80649 0.62151 4.36317  0.13
H: 1.97926 -1.39442 3.05813  0.13
H: -0.41517 -5.14435 2.17904  0.03
H: 0.27112 -4.14467 3.26062  0.03
H: -1.16736 -4.02718 0.25095  0.04
C: 2.00769 2.40470 -5.15886  -0.10
C: 2.38069 3.26465 -3.95827  -0.25
C: 3.13206 2.53447 -2.83245  -0.17
C: 2.58753 1.18229 -2.38227  -0.10
N: 1.44710 1.19584 -1.35199  -0.22
C: 0.49893 2.38337 -1.38581  -0.09
C: -0.50306 2.05611 -2.46774  -0.14
C: -0.68959 0.55113 -2.38206  -0.13
C: 0.51075 -0.00141 -1.61494  -0.07
C: 2.03976 1.07277 0.03565  0.03
H: 1.44143 1.51078 -4.88559  0.05
H: 1.37315 2.97432 -5.84258  0.09
H: 2.89658 2.08765 -5.70916  0.09
H: 1.48394 3.75073 -3.56838  0.09
H: 3.01289 4.08637 -4.31222  0.12
H: 3.26426 3.20688 -1.98010  0.12
H: 4.14477 2.35041 -3.21443  0.13
H: 3.40243 0.63000 -1.90659  0.13
H: 2.27609 0.57398 -3.22879  0.12
H: -0.01135 2.41986 -0.41879  0.14
H: 1.05037 3.31270 -1.51002  0.12
H: -0.13891 2.32750 -3.45784  0.09
H: -1.44080 2.59631 -2.32442  0.13
H: -0.76346 0.10936 -3.37820  0.12
H: -1.61136 0.30156 -1.85558  0.11
H: 1.05292 -0.77578 -2.15753  0.14
H: 0.19345 -0.40042 -0.65307  0.09
H: 2.69528 1.92729 0.20432  0.12
H: 2.59340 0.13457 0.09171  0.11
H: 1.23058 1.06315 0.76568  0.07

Its HOMO-LUMO gap is 7.55 eV. The calculation puts the largest force on an atom at 0.05990 Eh/bohr. The molar mass comes out at 355.44 Da. The net charge is +1. As for the spin multiplicity: 1. The LUMO energy is -3.86 eV.

***

- Which formula does entry 2 have?
  C18H32GeN5O6SeW

***

- The highest spin multiplicity belongs to which entry?
  C18H32N10O5PbS2

***

- What is the molar mass in the second record?
  749.89 Da

***

- Which of these has the lowest molar mass?
  C18H32N2O3P